The following is a DFT calculation (wB97M-V/def2-TZVPD) of 2 unconnected molecules or ions with the total composition C4H12O2 in a non-equilibrium geometry.

Structure (XYZ):
```
18
Properties=species:S:1:pos:R:3:nbo_charge:R:1
C -0.9628 0.4888 0.5343 -0.623
C 0.3212 1.2963 0.1906 -0.422
C 1.4519 0.4784 -0.4394 0.103
C 2.6231 1.3305 -0.8904 -0.624
O 1.0110 -0.1900 -1.6462 -0.733
H -0.7142 -0.5715 0.5294 0.199
H -1.7009 0.6364 -0.2543 0.210
H -1.3460 0.8121 1.4910 0.223
H 0.1167 2.1116 -0.5022 0.202
H 0.7417 1.7374 1.0918 0.204
H 1.7629 -0.3197 0.2475 0.154
H 3.4029 0.6684 -1.2882 0.219
H 2.2738 1.9845 -1.6891 0.214
H 3.0927 1.9471 -0.1154 0.210
H 0.1289 -0.5384 -1.4723 0.463
H -3.5240 -4.2300 0.8993 0.469
H -4.7095 -4.0593 1.8487 0.469
O -3.9696 -3.5826 1.4648 -0.937
```

Values from the calculation:
- E_LUMO: 0.831 eV
- HOMO: -10.09 eV
- Gap between HOMO and LUMO: 10.92 eV
- SMILES string: CC[C@H](C)O.O
- Total charge: 0